Model 1:
21
Properties=species:S:1:pos:R:3:lowdin_charge:R:1 method="wB97M-V/def2-TZVPD" lumo_ev=0.47 gap_ha=0.355
O 3.337 0.368 1.755 -0.057
O -2.431 -4.826 0.133 -0.121
N 0.668 0.488 -1.338 0.034
C -0.288 1.783 0.511 -0.248
C 0.174 0.526 -0.022 -0.417
C 0.249 -0.562 0.773 0.110
C -1.719 2.148 0.101 -0.084
C 0.232 1.198 -2.326 -0.024
H -2.170 -4.767 -0.776 0.003
H -2.955 -5.703 0.431 0.118
H -0.544 2.041 -2.462 0.091
H 0.491 2.594 0.247 0.143
H -2.186 1.234 -0.168 0.065
H 4.102 -0.151 1.622 0.004
H 0.519 0.725 -3.273 0.063
H -2.341 2.724 0.687 0.042
H -0.296 2.069 1.557 0.107
H 2.712 0.218 1.010 0.026
H -0.116 -0.519 1.727 0.054
H 0.579 -1.402 0.378 0.022
H -1.616 2.620 -0.946 0.070

***

Model 2:
21
Properties=species:S:1:pos:R:3:lowdin_charge:R:1 method="wB97M-V/def2-TZVPD" lumo_ev=0.62 gap_ha=0.376
O 0.005 -0.335 -3.689 -0.070
O 0.495 1.319 -1.315 0.014
N -1.205 -0.060 -0.799 0.044
C 0.054 0.393 -0.625 -0.538
C 1.100 -0.281 0.237 -0.115
C -1.650 -1.330 -0.145 -0.045
C 0.837 0.137 1.705 -0.235
C 0.681 1.641 2.001 -0.103
H -1.725 0.247 -1.606 0.137
H -0.200 -0.179 1.888 0.079
H -1.717 -1.121 0.917 0.070
H 1.099 -1.394 0.164 0.114
H -0.915 -2.099 -0.278 0.066
H -2.565 -1.654 -0.626 0.086
H 1.481 -0.318 2.462 0.107
H 0.463 1.871 3.033 0.066
H 1.457 2.235 1.546 0.071
H 0.596 0.145 -3.089 0.011
H -0.251 2.011 1.515 0.081
H -0.167 -1.181 -3.233 0.038
H 2.128 -0.045 -0.063 0.122

***

Which of them is the most stable, and which is the least stable? model 2 and model 1, in that order.

***

Model 1:
21
Properties=species:S:1:pos:R:3:lowdin_charge:R:1 method="wB97M-V/def2-TZVPD" lumo_ev=0.56 gap_ha=0.299
O 2.188 -1.851 -1.040 -0.032
O 0.620 -4.732 -0.618 0.013
N -1.340 -0.077 -0.377 -0.150
C 0.818 3.032 2.002 0.010
C -1.675 1.027 0.548 -0.136
C -0.507 3.029 1.604 -0.157
C -0.848 2.034 0.595 -0.202
C -0.415 0.138 -1.486 -0.166
H 0.632 0.265 -1.109 0.060
H 0.017 1.994 -0.026 0.070
H 1.552 2.493 1.406 0.052
H -0.623 1.177 -1.979 0.096
H 0.950 -5.521 -0.254 0.023
H -0.096 -4.558 -0.092 -0.006
H -2.255 -0.603 -0.416 0.111
H -2.663 0.660 1.054 0.142
H 1.462 -2.431 -0.724 0.035
H -1.338 3.734 1.827 0.103
H -0.463 -0.811 -2.243 0.125
H 2.706 -2.345 -1.585 -0.025
H 1.278 3.344 2.913 0.032

***

Model 2:
21
Properties=species:S:1:pos:R:3:lowdin_charge:R:1 method="wB97M-V/def2-TZVPD" lumo_ev="-0.35 / 0.15" gap_ha="0.327 / 0.353"
O -3.616 0.883 -0.499 -0.003
O -2.465 0.990 0.115 -0.107
N -0.960 -0.639 -0.816 0.151
C 1.354 -0.942 -0.958 -0.078
C 0.208 -0.615 -0.014 -0.683
C 0.538 2.092 -0.034 -0.106
C 0.254 0.819 0.704 -0.208
C 0.322 -1.755 1.005 -0.070
H 1.191 -1.686 -1.745 0.087
H 1.646 1.983 -0.234 0.089
H -0.729 -0.127 -1.764 0.111
H 2.219 -1.409 -0.361 0.100
H 1.368 -1.768 1.352 0.071
H 1.171 0.653 1.399 0.141
H -4.051 0.244 0.031 0.083
H -0.688 0.743 1.231 0.076
H -0.034 2.128 -0.937 0.062
H -0.247 -1.821 1.872 0.044
H 1.800 -0.013 -1.262 0.060
H 0.175 -2.749 0.401 0.124
H 0.545 2.990 0.512 0.056

***

Which of them is the most stable, and which is the least stable? model 1 and model 2, in that order.